ORCA calculation (ωB97M-V with the def2-TZVPD basis set) on C36H32AsNO3SiSm as an isolated structure at a distorted geometry.

Cartesian coordinates (Å):
Sm -0.146 0.290 -0.868
O -3.713 -1.196 -2.503
C -2.745 -0.487 -2.367
O -1.522 -0.854 -2.110
C -2.870 1.033 -2.442
C -3.970 1.628 -3.089
C -4.027 2.992 -3.130
C -3.013 3.764 -2.518
C -3.021 5.180 -2.531
C -2.019 5.879 -1.925
C -0.965 5.191 -1.278
C -0.932 3.827 -1.246
C -1.957 3.086 -1.872
N -1.915 1.721 -1.853
H -4.719 0.985 -3.525
H -4.843 3.505 -3.625
H -3.833 5.696 -3.027
H -2.018 6.959 -1.934
H -0.174 5.758 -0.806
H -0.105 3.325 -0.750
O -0.210 0.871 1.266
As -0.210 -0.623 2.114
C -0.467 -0.298 3.960
C -0.031 0.914 4.484
C -0.154 1.137 5.847
C -0.699 0.157 6.666
C -1.134 -1.048 6.131
C -1.020 -1.283 4.769
C -1.651 -1.639 1.412
C -2.916 -1.186 1.804
C -4.048 -1.807 1.309
C -3.929 -2.867 0.417
C -2.679 -3.308 0.017
C -1.536 -2.699 0.515
C 1.491 -1.383 1.750
C 2.565 -0.492 1.778
C 3.859 -0.987 1.750
C 4.077 -2.354 1.696
C 3.008 -3.240 1.653
C 1.709 -2.759 1.685
H 0.382 1.682 3.841
H 0.171 2.076 6.276
H -0.786 0.334 7.729
H -1.562 -1.802 6.777
H -1.371 -2.225 4.362
H -3.028 -0.349 2.486
H -5.028 -1.460 1.607
H -4.818 -3.332 0.015
H -2.585 -4.106 -0.705
H -0.569 -3.025 0.142
H 2.399 0.579 1.829
H 4.700 -0.306 1.777
H 5.090 -2.733 1.678
H 3.188 -4.305 1.601
H 0.885 -3.461 1.710
C 3.979 1.756 -1.240
Si 2.408 1.077 -2.041
C 2.339 1.800 -3.792
C 2.511 -0.818 -2.223
C 3.580 -1.636 -1.834
C 3.517 -3.014 -1.948
C 2.367 -3.640 -2.417
C 1.289 -2.866 -2.810
C 1.379 -1.479 -2.722
H 4.850 1.599 -1.883
H 4.199 1.313 -0.268
H 3.873 2.831 -1.087
H 3.280 1.646 -4.326
H 2.150 2.874 -3.748
H 1.547 1.359 -4.399
H 4.493 -1.184 -1.463
H 4.374 -3.617 -1.673
H 2.327 -4.719 -2.495
H 0.394 -3.322 -3.214
H 0.556 -0.918 -3.164

Spin multiplicity   6
Total charge   +1
Highest occupied orbital energy (spin up / spin down)   -9.4 / -9.3 eV
Orbital gap (spin up / spin down)   6.48 / 6.44 eV

ORCA calculation (ωB97M-V with the def2-TZVPD basis set) on C36H32BN9OPSeV as an isolated structure at a distorted geometry.

Cartesian coordinates (Å):
V 0.616 -0.198 0.745
C -3.202 -2.388 0.627
C -2.182 -1.554 1.110
N -1.428 -1.108 0.114
N -1.948 -1.628 -1.042
C -2.999 -2.415 -0.733
B -1.242 -1.212 -2.366
N 0.243 -1.678 -2.291
C 1.239 -1.581 -3.217
C 2.374 -2.130 -2.674
C 1.970 -2.547 -1.388
N 0.696 -2.296 -1.165
N -1.354 0.345 -2.460
C -0.585 1.187 -3.183
C -1.215 2.404 -3.244
C -2.406 2.197 -2.511
N -2.496 0.961 -2.043
N -1.871 -1.775 -3.739
C -2.939 -2.531 -4.094
C -2.994 -2.608 -5.468
C -1.896 -1.838 -5.887
N -1.232 -1.338 -4.856
H -3.957 -2.918 1.189
H -1.901 -1.275 2.120
H -3.547 -2.953 -1.466
H 1.057 -1.144 -4.188
H 3.359 -2.178 -3.118
H 2.561 -2.989 -0.599
H 0.360 0.862 -3.593
H -0.862 3.309 -3.719
H -3.194 2.909 -2.285
H -3.609 -2.967 -3.391
H -3.724 -3.130 -6.064
H -1.558 -1.620 -6.893
O 0.052 1.943 0.111
P -0.362 3.014 1.063
C 0.980 3.629 2.073
C 1.033 4.952 2.513
C 2.078 5.371 3.330
C 3.067 4.460 3.693
C 3.018 3.151 3.249
C 1.973 2.719 2.434
C -1.719 2.587 2.148
C -1.834 3.106 3.431
C -2.893 2.715 4.239
C -3.828 1.803 3.762
C -3.711 1.283 2.480
C -2.653 1.670 1.666
C -0.949 4.482 0.171
C -0.168 4.947 -0.878
C -0.594 6.039 -1.633
C -1.803 6.652 -1.343
C -2.586 6.189 -0.306
C -2.154 5.097 0.455
H 0.267 5.660 2.209
H 2.125 6.399 3.669
H 3.886 4.782 4.326
H 3.786 2.439 3.529
H 1.927 1.685 2.102
H -1.079 3.788 3.813
H -2.968 3.096 5.250
H -4.639 1.477 4.404
H -4.418 0.548 2.114
H -2.537 1.238 0.675
H 0.757 4.434 -1.120
H 0.011 6.393 -2.458
H -2.141 7.492 -1.939
H -3.536 6.663 -0.085
H -2.767 4.718 1.265
Se 0.520 -0.250 3.091
N 2.224 -0.058 0.268
C 3.578 -0.033 0.328
C 4.269 -0.070 1.575
C 5.653 -0.024 1.644
C 6.448 0.058 0.490
C 5.789 0.092 -0.744
C 4.401 0.047 -0.832
H 3.651 -0.157 2.467
H 6.133 -0.056 2.621
H 7.531 0.091 0.552
H 6.374 0.149 -1.660
H 3.900 0.073 -1.795

Spin multiplicity   3
Total charge   -2
Highest occupied orbital energy (spin up / spin down)   0.6 / -0.6 eV
Orbital gap (spin up / spin down)   3.55 / 4.74 eV

ORCA calculation (ωB97M-V with the def2-TZVPD basis set) on C36H32Br3GeINO8P2Sn as an isolated structure at a distorted geometry.

Cartesian coordinates (Å):
Sn -0.285 -0.228 -0.083
C -3.470 0.982 1.229
C -2.385 1.511 2.130
C -2.660 2.384 3.207
C -1.644 2.813 4.011
C -0.328 2.340 3.808
C 0.789 2.639 4.624
Br 0.607 3.808 6.106
C 2.004 2.079 4.374
C 2.167 1.194 3.289
Br 3.860 0.422 2.977
C 1.130 0.858 2.445
O 1.265 0.006 1.435
C -0.137 1.468 2.718
N -1.155 1.119 1.889
H -4.458 1.281 1.577
H -3.418 -0.108 1.200
H -3.342 1.341 0.207
H -3.679 2.702 3.385
H -1.840 3.499 4.824
H 2.849 2.299 5.011
C 0.405 -5.175 -0.691
C -0.651 -4.166 -0.247
O -1.815 -4.854 0.250
P -0.080 -3.205 1.207
O 1.463 -2.887 1.108
O -0.148 -4.261 2.388
O -0.892 -1.968 1.458
P -1.067 -3.028 -1.643
O -2.398 -2.305 -1.009
O -1.445 -3.718 -2.889
O 0.058 -2.001 -1.599
H 0.691 -5.827 0.136
H 1.291 -4.650 -1.048
H -0.001 -5.776 -1.504
H -2.591 -4.318 0.036
H 1.683 -1.976 1.405
H -0.976 -4.767 2.360
H -3.115 -2.379 -1.656
C 1.902 2.021 -5.988
C 0.558 1.674 -6.057
C -0.234 1.712 -4.914
C 0.312 2.098 -3.688
C 1.668 2.438 -3.631
C 2.455 2.411 -4.774
Ge -0.769 2.113 -2.068
C -2.601 1.625 -2.520
C -2.847 0.349 -3.039
C -4.143 -0.064 -3.326
C -5.213 0.790 -3.077
C -4.981 2.059 -2.561
C -3.682 2.475 -2.285
C -0.731 3.900 -1.279
C -1.447 4.164 -0.108
C -1.412 5.420 0.483
C -0.648 6.431 -0.086
C 0.070 6.183 -1.249
C 0.034 4.925 -1.839
H 2.517 1.988 -6.880
H 0.124 1.369 -7.002
H -1.284 1.451 -4.982
H 2.116 2.728 -2.685
H 3.503 2.684 -4.714
H -2.019 -0.330 -3.227
H -4.316 -1.050 -3.746
H -6.226 0.468 -3.292
H -5.813 2.728 -2.373
H -3.511 3.473 -1.894
H -2.037 3.382 0.351
H -1.977 5.610 1.389
H -0.607 7.408 0.380
H 0.662 6.972 -1.698
H 0.597 4.744 -2.747
Br 5.572 1.126 -2.686
C 4.251 0.168 -3.643
C 4.493 -0.130 -4.977
C 3.537 -0.807 -5.720
C 2.339 -1.192 -5.133
C 2.096 -0.903 -3.799
C 3.055 -0.222 -3.060
I 2.615 0.169 -1.059
H 5.432 0.172 -5.423
H 3.733 -1.031 -6.762
H 1.589 -1.718 -5.710
H 1.171 -1.212 -3.325

Spin multiplicity   2
Highest occupied orbital energy (spin up / spin down)   -6.6 / -8.2 eV
Orbital gap (spin up / spin down)   6.23 / 7.00 eV

ORCA calculation (ωB97M-V with the def2-TZVPD basis set) on C36H32Br6N6O8 as an isolated structure at a distorted geometry.

Cartesian coordinates (Å):
C -3.081 -4.131 -0.066
Br -4.436 -3.156 -1.132
Br -1.543 -4.510 -1.275
Br -3.892 -5.773 0.683
H -2.678 -3.470 0.700
C 3.312 -3.828 0.446
Br 2.454 -2.447 1.555
Br 3.555 -5.493 1.448
Br 4.942 -3.159 -0.475
H 2.605 -4.067 -0.348
C 0.584 -5.204 -0.199
C 1.065 -6.245 0.599
C 1.745 -7.307 0.009
C 1.910 -7.409 -1.399
C 1.490 -6.309 -2.136
C 0.788 -5.278 -1.566
N 2.517 -8.592 -2.050
O 2.397 -9.735 -1.537
O 3.158 -8.335 -3.082
H 0.023 -4.419 0.286
H 1.058 -6.248 1.679
H 2.268 -8.039 0.606
H 1.768 -6.210 -3.175
H 0.442 -4.377 -2.050
C -4.143 2.573 1.198
C -3.330 2.859 0.085
C -2.750 4.105 -0.057
C -2.906 5.097 0.942
C -3.767 4.777 2.017
C -4.407 3.612 2.088
N -2.241 6.360 0.816
O -1.722 6.584 -0.239
O -2.311 7.116 1.747
H -4.555 1.577 1.256
H -3.181 2.039 -0.602
H -2.133 4.283 -0.926
H -3.976 5.565 2.725
H -4.962 3.506 3.009
C 0.289 7.528 3.444
C 1.157 7.020 2.547
C 1.016 5.722 2.003
C -0.035 4.985 2.369
C -1.025 5.583 3.168
C -0.853 6.814 3.767
N -0.208 3.582 1.893
O -1.210 2.955 2.219
O 0.700 3.085 1.295
H 0.582 8.527 3.729
H 1.944 7.668 2.190
H 1.666 5.265 1.273
H -1.962 5.126 3.450
H -1.647 7.223 4.375
C 0.559 1.575 0.470
C -0.800 1.216 0.382
C -1.201 -0.111 0.246
C -0.214 -1.090 0.170
C 1.137 -0.724 0.309
C 1.504 0.557 0.448
N -0.688 -2.526 -0.056
O 0.092 -3.477 -0.266
O -1.861 -2.737 0.060
H 0.876 2.608 0.479
H -1.479 2.056 0.401
H -2.257 -0.297 0.371
H 1.949 -1.434 0.250
H 2.553 0.798 0.528
N -2.147 -1.904 -4.022
C -2.762 -1.890 -2.813
C -2.937 -0.755 -2.068
C -2.480 0.449 -2.626
C -1.783 0.460 -3.860
C -1.666 -0.761 -4.465
H -2.877 -2.863 -2.360
H -3.344 -0.795 -1.069
H -2.648 1.339 -2.038
H -1.298 1.320 -4.298
H -1.018 -0.882 -5.321
N 4.199 1.664 -0.080
C 4.423 1.542 -1.410
C 4.506 0.271 -2.015
C 4.445 -0.868 -1.239
C 4.279 -0.730 0.146
C 4.147 0.571 0.666
H 4.704 2.451 -1.921
H 4.790 0.169 -3.052
H 4.621 -1.821 -1.717
H 4.234 -1.612 0.768
H 3.963 0.828 1.699

Highest occupied orbital energy   -7.7 eV
Orbital gap   5.96 eV

ORCA calculation (ωB97M-V with the def2-TZVPD basis set) on C36H32FP2V as an isolated structure at a distorted geometry.

Cartesian coordinates (Å):
C -0.184 1.739 -2.224
C 1.016 1.130 -1.784
C 1.644 0.177 -2.605
C 1.168 -0.083 -3.874
C -0.004 0.522 -4.316
C -0.702 1.399 -3.474
P 1.453 1.248 -0.027
C 3.276 0.917 -0.059
C 3.743 -0.297 0.470
C 5.101 -0.633 0.349
C 5.995 0.246 -0.268
C 5.534 1.487 -0.734
C 4.181 1.835 -0.611
V 0.953 -0.850 0.876
P -1.303 -1.287 1.123
C -0.820 -2.177 -0.454
C -1.698 -2.238 -1.555
C -1.275 -2.816 -2.741
C -0.004 -3.373 -2.858
C 0.896 -3.306 -1.791
C 0.516 -2.669 -0.585
C -1.868 -2.550 2.248
C -2.078 -2.141 3.584
C -2.336 -3.111 4.551
C -2.380 -4.462 4.191
C -2.155 -4.852 2.863
C -1.888 -3.903 1.887
C -2.691 -0.169 0.996
C -2.491 1.217 1.167
C -3.572 2.063 0.934
C -4.811 1.534 0.548
C -4.989 0.157 0.390
C -3.929 -0.708 0.628
C 1.320 2.979 0.424
C 1.287 3.990 -0.547
C 1.141 5.325 -0.166
C 1.034 5.653 1.193
C 1.082 4.646 2.164
C 1.220 3.310 1.795
H -1.993 -1.083 3.854
H -2.512 -2.790 5.584
H -2.582 -5.199 4.965
H -2.196 -5.900 2.596
H -1.670 -4.198 0.862
H -2.716 -1.841 -1.538
H -1.994 -2.863 -3.567
H 0.262 -3.901 -3.782
H 1.876 -3.791 -1.876
H 1.195 -2.711 0.310
H -1.520 1.607 1.500
H -3.424 3.134 1.077
H -5.643 2.212 0.389
H -5.940 -0.250 0.052
H -4.051 -1.789 0.531
H 1.355 3.751 -1.608
H 1.122 6.103 -0.932
H 0.925 6.691 1.499
H 1.027 4.901 3.226
H 1.243 2.532 2.567
H 3.043 -0.964 1.012
H 5.477 -1.592 0.720
H 7.043 -0.037 -0.378
H 6.232 2.187 -1.189
H 3.843 2.823 -0.940
H 2.505 -0.388 -2.256
H 1.703 -0.787 -4.493
H -0.355 0.322 -5.327
H -1.649 1.856 -3.778
H -0.767 2.431 -1.602
H -1.659 0.215 -1.118
H -0.992 0.105 -0.744
F 1.430 -0.737 2.672

Spin multiplicity   3
Total charge   +2
Highest occupied orbital energy (spin up / spin down)   -14.4 / -14.4 eV
Orbital gap (spin up / spin down)   6.88 / 7.30 eV

ORCA calculation (ωB97M-V with the def2-TZVPD basis set) on C36H32KN3P2S3 as an isolated structure at a distorted geometry.

Cartesian coordinates (Å):
K -0.413 1.414 -1.114
N -1.259 -1.026 1.509
P -0.748 0.571 1.947
C -0.914 0.264 3.755
C -2.220 0.127 4.223
C -2.465 -0.232 5.534
C -1.403 -0.432 6.401
C -0.105 -0.242 5.958
C 0.145 0.113 4.643
C 1.063 0.391 1.792
C 1.817 1.559 1.755
C 3.198 1.497 1.743
C 3.834 0.265 1.744
C 3.087 -0.902 1.735
C 1.707 -0.839 1.776
P -1.947 -1.188 -0.076
C -2.931 -2.713 0.193
C -3.829 -3.030 -0.823
C -4.634 -4.148 -0.724
C -4.548 -4.966 0.391
C -3.638 -4.673 1.392
C -2.834 -3.550 1.300
C -0.557 -2.014 -0.937
C -0.289 -1.663 -2.254
C 0.774 -2.244 -2.921
C 1.551 -3.197 -2.286
C 1.247 -3.595 -0.994
C 0.194 -3.008 -0.320
H -1.974 -1.309 2.182
H -3.047 0.298 3.544
H -3.482 -0.360 5.878
H -1.588 -0.735 7.421
H 0.723 -0.379 6.641
H 1.162 0.255 4.310
H 1.317 2.520 1.772
H 3.779 2.408 1.741
H 4.913 0.212 1.770
H 3.576 -1.867 1.715
H 1.126 -1.748 1.810
H -3.883 -2.385 -1.691
H -5.338 -4.378 -1.511
H -5.189 -5.829 0.483
H -3.553 -5.319 2.255
H -2.129 -3.348 2.094
H -0.913 -0.937 -2.758
H 1.000 -1.943 -3.932
H 2.392 -3.638 -2.801
H 1.829 -4.369 -0.512
H -0.057 -3.329 0.682
S -2.060 3.357 -5.495
C -0.991 2.117 -5.989
C -0.408 1.461 -4.946
C -0.794 1.914 -3.658
C -1.682 2.941 -3.775
C -2.308 3.709 -2.748
C -3.164 4.791 -3.038
C -3.708 5.529 -2.017
C -3.416 5.185 -0.700
C -2.593 4.093 -0.501
N -2.049 3.375 -1.469
H -0.861 1.948 -7.044
H 0.304 0.664 -5.115
H -3.378 5.032 -4.067
H -4.355 6.367 -2.228
H -3.816 5.743 0.133
H -2.348 3.759 0.503
S 2.709 0.325 -1.731
C 4.254 0.848 -1.644
N 5.266 0.102 -1.150
C 6.486 0.784 -0.789
C 6.576 2.020 -1.680
S 4.855 2.405 -2.187
H 5.006 -0.756 -0.685
H 7.335 0.114 -0.947
H 6.460 1.082 0.268
H 7.162 1.845 -2.582
H 6.970 2.885 -1.153

Highest occupied orbital energy   -6.3 eV
Orbital gap   6.48 eV

E_tot (eV)
-132100.976, -154313.113, -354881.742, -483383.829, -84817.655, -109729.764